DFT (ωB97M-V with the def2-TZVPD basis set) results for a single C4H8N4 molecule at a distorted geometry.

```
16
Properties=species:S:1:pos:R:3:forces:R:3
C -3.288 -0.914 0.008 0.30 -0.79 4.24
C -0.485 1.415 -0.197 -2.17 1.98 0.62
C 0.835 1.274 0.227 -3.71 -2.12 -1.89
C 3.727 -0.713 -0.142 -1.36 -0.35 -1.15
H -2.621 -1.892 0.306 -1.37 2.53 -1.34
H -3.958 -0.700 0.936 0.38 -1.25 -1.69
H -3.874 -0.928 -0.877 -0.54 -0.58 -0.74
H -1.076 2.404 -0.466 2.04 -1.31 1.12
H 1.352 2.149 0.451 1.19 1.11 -0.04
H 0.886 -0.846 0.401 2.55 2.00 -0.75
H 4.781 -0.357 -0.507 -2.29 -0.71 1.07
H 3.458 -1.909 -0.242 0.66 3.11 0.49
N -2.644 0.383 0.063 2.15 1.77 -0.85
N -1.445 0.364 -0.242 2.15 -2.64 0.18
N 1.549 0.044 0.263 -4.71 -0.37 1.34
N 2.802 0.224 0.020 4.71 -2.38 -0.60
```
Positions in Å, forces in eV/Å.

For the energy above the lowest of the compared OMol25 structures with the same formula, charge and spin, the calculation gives 137.87 kcal/mol. The calculation puts the LUMO energy at 0.3062 eV. Its structure (SMILES) is C=NN/C=C\N=N\C. For the strongest force on any atom, the calculation gives 5.31 eV/Å. The multiplicity is 1. Its total charge is 0. The HOMO energy comes out at -8.01 eV. As for the calculated total energy: -376.028756 a.u.

=====

DFT (ωB97M-V with the def2-TZVPD basis set) results for C36H47BrN4O2SSi3W as an isolated structure at a distorted geometry.

```
95
Properties=species:S:1:pos:R:3:forces:R:3
W -1.376 -0.512 0.285 -0.98 -0.12 0.04
C -4.387 -3.968 -0.075 -0.52 0.59 0.09
C -4.163 -4.411 -1.370 -0.14 -0.58 0.95
C -3.191 -3.768 -2.121 -2.01 -3.28 -0.57
C -2.508 -2.786 -1.593 2.11 3.69 -0.66
N -2.715 -2.273 -0.365 0.11 0.32 1.37
C -3.648 -2.869 0.416 -0.21 -1.30 -1.09
C -1.607 -2.012 -2.533 -0.09 0.40 0.42
C -1.460 -2.234 -3.910 -0.53 -0.70 1.32
C -0.636 -1.446 -4.655 0.22 0.54 -0.68
C 0.005 -0.359 -4.094 -0.48 0.23 1.05
C -0.214 -0.165 -2.715 1.28 1.71 -0.08
N -0.985 -0.953 -1.973 -0.27 -0.94 1.04
C 0.450 0.975 -1.935 -1.12 -1.40 -0.11
C 1.096 2.031 -2.565 -0.89 -1.69 -0.90
C 1.690 2.931 -1.734 2.52 2.11 -1.96
C 1.706 2.776 -0.392 -0.02 0.89 1.27
C 0.969 1.760 0.157 0.79 -0.90 1.92
N 0.365 0.834 -0.565 -0.75 -0.20 -1.67
H -5.212 -4.362 0.554 0.88 0.09 -0.45
H -4.651 -5.307 -1.746 -0.16 0.34 -0.04
H -2.980 -4.159 -3.088 0.15 0.01 -0.57
H -3.864 -2.577 1.440 0.49 0.38 -0.57
H -1.967 -3.018 -4.440 -0.21 -0.31 0.21
H -0.573 -1.690 -5.705 0.27 0.25 -0.15
H 0.554 0.359 -4.700 0.07 -0.38 0.28
H 1.162 2.047 -3.685 -0.05 0.27 1.42
H 2.359 3.711 -2.198 -1.05 -0.64 0.58
H 2.252 3.486 0.235 -0.23 -0.40 -0.12
H 1.011 1.547 1.242 -0.30 0.49 -0.82
O -3.566 4.599 -0.872 0.61 0.41 0.18
C -3.311 3.283 -0.916 -0.15 1.71 0.68
C -4.095 2.442 -1.655 0.44 -1.84 -0.33
C -3.799 1.073 -1.601 -1.83 1.52 -0.97
N -2.876 0.682 -0.753 -0.21 -2.55 -0.71
C -2.202 1.452 -0.009 1.64 1.00 1.05
Br -3.302 -0.393 2.119 0.47 0.16 -0.67
C -2.322 2.813 -0.080 1.88 0.57 1.78
H -3.846 4.991 -1.705 -0.29 -0.19 -0.11
H -4.878 2.884 -2.229 -0.50 -0.22 -0.49
H -4.403 0.408 -2.207 0.39 -0.42 0.22
H -1.637 3.473 0.529 -1.17 -0.55 -0.88
C -0.821 1.173 3.118 0.85 0.64 -0.72
O -0.456 0.167 2.152 -0.02 -0.67 -1.34
Si 0.686 -1.201 2.433 -1.61 -0.53 -0.30
C 2.359 -0.516 2.531 0.53 1.22 0.05
C 0.257 -1.760 4.139 0.60 1.87 0.58
C 0.128 -2.191 0.941 0.32 0.64 0.20
Si -0.477 -3.896 1.781 0.37 -0.69 -1.09
C 0.605 -4.928 2.970 -0.82 1.69 0.43
C -1.898 -3.700 2.958 -0.71 1.81 -1.79
C -0.732 -5.262 0.429 -0.70 0.29 0.69
Si 1.637 -2.685 -0.223 -0.41 -0.70 1.54
C 2.795 -1.398 -0.892 0.14 -0.30 -1.12
C 1.084 -3.565 -1.783 0.50 -0.50 -0.24
C 2.721 -3.895 0.823 -0.78 1.32 -0.14
H -1.037 2.159 2.664 0.06 -0.73 -0.07
H 0.052 1.241 3.714 0.92 0.58 0.73
H -1.599 0.891 3.778 -1.00 -0.55 0.20
H 2.388 0.551 2.897 0.12 -0.81 -0.97
H 2.951 -0.789 1.662 0.00 0.88 -0.26
H 2.904 -1.004 3.297 0.35 -0.82 1.16
H 0.447 -0.810 4.709 -0.22 -0.53 -0.21
H 1.009 -2.401 4.553 0.39 -0.63 0.12
H -0.721 -2.079 4.421 -0.51 -0.25 -0.03
H -0.101 -5.752 3.016 -0.24 -0.21 0.67
H 0.742 -4.398 3.951 -0.15 -0.96 -0.84
H 1.494 -5.363 2.627 1.33 -0.29 -0.34
H -2.162 -2.639 3.047 0.09 -0.28 0.31
H -1.511 -4.074 3.859 -0.21 -0.63 1.36
H -2.800 -4.151 2.578 -0.24 -0.75 0.31
H 0.304 -5.583 0.243 -0.55 -0.30 -0.37
H -1.272 -5.009 -0.482 0.44 0.34 -0.22
H -1.367 -6.101 0.799 0.84 0.39 0.27
H 3.367 -2.027 -1.644 -0.11 0.81 0.99
H 3.433 -0.820 -0.225 0.16 -0.30 -0.19
H 2.247 -0.700 -1.519 -0.01 0.20 -0.09
H 0.115 -4.031 -1.814 -0.53 0.02 0.25
H 1.763 -4.426 -1.913 0.04 0.36 -0.10
H 1.181 -2.935 -2.668 0.11 0.05 -0.04
H 2.848 -3.603 1.873 0.02 0.10 -0.24
H 3.685 -4.013 0.381 0.80 0.04 -0.38
H 2.266 -4.854 0.833 -0.34 -0.89 -0.03
S 0.690 9.207 0.389 1.15 -0.01 0.02
C 2.433 8.955 0.130 -2.61 -0.84 -0.49
C 3.362 9.921 0.465 0.83 0.91 0.43
C 4.682 9.686 0.155 -0.15 -0.85 -1.13
C 5.062 8.528 -0.540 0.54 0.31 0.38
C 4.143 7.573 -0.906 -1.45 -1.03 0.21
C 2.777 7.774 -0.562 1.34 0.07 -0.57
H 3.084 10.879 0.922 -0.13 -0.62 -0.14
H 5.452 10.403 0.246 0.47 0.88 0.64
H 6.121 8.421 -0.778 -0.32 -0.12 -0.05
H 4.459 6.631 -1.402 -0.24 0.86 0.20
H 1.979 7.104 -0.929 0.58 0.40 0.50
```
Positions in Å, forces in eV/Å.

For the energy above the lowest of the compared OMol25 structures with the same formula, charge and spin, the calculation gives 29.88 kcal/mol. The calculation puts the LUMO energy (alpha / beta) at -6.4206 / -6.7520 eV. For the strongest force on any atom, the calculation gives 4.30 eV/Å. The multiplicity is 3. Its total charge is +2. The HOMO energy (alpha / beta) comes out at -11.81 / -11.84 eV. As for the calculated total energy: -5676.837629 a.u.

=====

DFT (ωB97M-V with the def2-TZVPD basis set) results for a single C3H12N4 molecule at a distorted geometry.

```
19
Properties=species:S:1:pos:R:3:forces:R:3
C 0.960 -0.318 -1.578 -0.39 0.27 -0.09
C 1.542 0.777 0.453 -0.30 0.00 0.06
N 0.725 -0.250 -0.153 -1.15 0.03 0.03
H -1.573 -1.772 -0.744 -0.86 0.35 -0.08
H 0.652 0.601 -2.106 0.03 -0.03 -0.10
H 1.391 0.784 1.536 0.05 0.05 0.02
H 0.404 -1.151 -2.004 0.08 0.07 -0.09
H 2.026 -0.473 -1.775 -0.09 0.00 0.11
H 1.328 1.789 0.065 0.03 0.00 0.05
H 2.603 0.573 0.276 -0.13 -0.01 0.00
C -0.886 -0.230 0.368 2.23 -0.20 -0.84
N -0.758 -1.141 1.458 1.02 -1.14 0.33
N -1.384 1.031 0.773 -0.22 0.11 -0.12
N -1.678 -0.768 -0.676 0.83 0.82 -0.19
H -0.793 1.497 1.447 0.01 0.02 -0.14
H -1.579 1.634 -0.016 0.17 0.08 0.07
H 0.120 -1.654 1.176 -1.24 0.49 0.92
H -0.565 -0.670 2.333 -0.04 0.02 0.01
H -2.536 -0.258 -0.834 -0.04 -0.93 0.05
```
Positions in Å, forces in eV/Å.

For the energy above the lowest of the compared OMol25 structures with the same formula, charge and spin, the calculation gives 27.71 kcal/mol. The calculation puts the LUMO energy at 0.9322 eV. Its structure (SMILES) is CN(C)C(N)(N)N. For the strongest force on any atom, the calculation gives 2.39 eV/Å. The multiplicity is 1. Its total charge is 0. The HOMO energy comes out at -7.99 eV. As for the calculated total energy: -340.486260 a.u.

=====

DFT (ωB97M-V with the def2-TZVPD basis set) results for a 2-piece molecular cluster, C9H11O3 overall at a distorted geometry.

```
23
Properties=species:S:1:pos:R:3:forces:R:3
C 2.677 2.203 1.020 -4.30 -3.60 5.16
C -0.036 -0.158 -1.315 -1.01 -0.32 2.29
C 1.346 -0.516 -1.099 -0.89 -1.25 -2.54
C -0.467 1.150 -0.779 1.81 0.15 -1.05
C 2.300 0.340 -0.573 0.50 -1.25 -0.37
C 0.482 1.957 -0.140 1.46 -1.98 -1.62
C 1.826 1.478 0.028 -0.04 1.73 0.31
O -0.871 -1.053 -1.747 0.41 1.01 -0.40
H -1.803 -2.319 -1.245 0.85 0.31 -0.06
H 1.480 -1.491 -1.683 0.64 1.32 1.13
H -1.331 1.661 -1.180 -0.52 -0.42 0.17
H 3.426 0.112 -0.629 -1.85 0.20 0.45
H 0.458 3.034 -0.164 -0.83 0.33 0.91
H 3.034 1.349 1.848 -0.83 1.90 -1.81
H 1.958 2.812 1.694 1.29 -0.55 -1.11
H 3.522 2.694 0.911 3.96 2.59 -1.62
C -2.422 -1.328 1.007 2.59 -0.47 2.26
C -2.847 -2.631 0.305 0.03 0.54 0.51
O -2.268 -3.076 -0.806 -0.15 0.82 0.17
O -3.718 -3.279 0.808 -1.10 -0.96 0.69
H -2.444 -1.402 2.223 -0.45 -0.21 -3.09
H -2.956 -0.451 0.711 -0.64 0.33 -0.32
H -1.346 -1.085 0.803 -0.93 -0.24 -0.08
```
Positions in Å, forces in eV/Å.

For the energy above the lowest of the compared OMol25 structures with the same formula, charge and spin, the calculation gives 57.99 kcal/mol. The calculation puts the LUMO energy at 3.5245 eV. For the strongest force on any atom, the calculation gives 7.62 eV/Å. The multiplicity is 1. Its total charge is -1. The HOMO energy comes out at -3.36 eV. As for the calculated total energy: -575.266016 a.u.

=====

Repeat the fourth record exactly.
DFT (ωB97M-V with the def2-TZVPD basis set) results for a 2-piece molecular cluster, C9H11O3 overall at a distorted geometry.

```
23
Properties=species:S:1:pos:R:3:forces:R:3
C 2.677 2.203 1.020 -4.30 -3.60 5.16
C -0.036 -0.158 -1.315 -1.01 -0.32 2.29
C 1.346 -0.516 -1.099 -0.89 -1.25 -2.54
C -0.467 1.150 -0.779 1.81 0.15 -1.05
C 2.300 0.340 -0.573 0.50 -1.25 -0.37
C 0.482 1.957 -0.140 1.46 -1.98 -1.62
C 1.826 1.478 0.028 -0.04 1.73 0.31
O -0.871 -1.053 -1.747 0.41 1.01 -0.40
H -1.803 -2.319 -1.245 0.85 0.31 -0.06
H 1.480 -1.491 -1.683 0.64 1.32 1.13
H -1.331 1.661 -1.180 -0.52 -0.42 0.17
H 3.426 0.112 -0.629 -1.85 0.20 0.45
H 0.458 3.034 -0.164 -0.83 0.33 0.91
H 3.034 1.349 1.848 -0.83 1.90 -1.81
H 1.958 2.812 1.694 1.29 -0.55 -1.11
H 3.522 2.694 0.911 3.96 2.59 -1.62
C -2.422 -1.328 1.007 2.59 -0.47 2.26
C -2.847 -2.631 0.305 0.03 0.54 0.51
O -2.268 -3.076 -0.806 -0.15 0.82 0.17
O -3.718 -3.279 0.808 -1.10 -0.96 0.69
H -2.444 -1.402 2.223 -0.45 -0.21 -3.09
H -2.956 -0.451 0.711 -0.64 0.33 -0.32
H -1.346 -1.085 0.803 -0.93 -0.24 -0.08
```
Positions in Å, forces in eV/Å.

For the energy above the lowest of the compared OMol25 structures with the same formula, charge and spin, the calculation gives 57.99 kcal/mol. The calculation puts the LUMO energy at 3.5245 eV. For the strongest force on any atom, the calculation gives 7.62 eV/Å. The multiplicity is 1. Its total charge is -1. The HOMO energy comes out at -3.36 eV. As for the calculated total energy: -575.266016 a.u.

=====

> Which of these has the highest total charge?

C36H47BrN4O2SSi3W